Entry from the OMol25 dataset: C45H47MnN5O7S as an isolated structure (the ωB97M-V functional and the def2-TZVPD basis).

Each line ends with the Löwdin charge.
Positions of all 106 atoms, in Å:
Mn1 1.13127 0.46082 0.10770  0.59
O1 5.83692 4.26521 -0.27892  0.13
C1 4.92699 3.47667 -0.23556  -0.26
C2 3.79795 3.33125 -1.25941  -0.29
O2 3.62698 4.01366 -2.24819  0.09
C3 2.97126 2.21784 -0.76430  -0.31
C4 3.43368 1.78528 0.47608  -0.31
O3 2.81349 0.84025 1.10804  -0.12
C5 4.67702 2.43501 0.85218  -0.31
O4 5.39026 2.21382 1.81287  0.08
O5 1.93471 1.69965 -1.30413  -0.08
O6 0.39275 -0.83813 1.60671  -0.55
S1 -0.88056 -1.25694 2.27237  1.03
C6 -2.21032 -0.20846 1.58916  -0.26
C7 -3.22603 0.15905 2.63642  -0.27
C8 -4.54309 -0.26623 2.52817  -0.04
C9 -5.47638 0.08755 3.49278  -0.07
C10 -5.09728 0.86350 4.57567  -0.08
C11 -3.78058 1.28979 4.69136  -0.07
C12 -2.85408 0.94076 3.72393  -0.04
C13 -1.29022 -2.81156 1.43615  -0.27
C14 -2.69021 -3.26849 1.71044  -0.29
C15 -3.09780 -3.58037 3.00371  -0.04
C16 -4.40362 -3.97191 3.25095  -0.07
C17 -5.31308 -4.07082 2.20688  -0.08
C18 -4.91038 -3.77562 0.91346  -0.08
C19 -3.60732 -3.36877 0.66986  -0.06
H1 -2.67171 -0.73015 0.75131  0.07
H2 -1.65816 0.66848 1.22938  0.07
H3 -4.83715 -0.89052 1.69519  0.10
H4 -6.49938 -0.25016 3.39824  0.11
H5 -5.82339 1.13752 5.32905  0.10
H6 -3.47812 1.89628 5.53364  0.11
H7 -1.82934 1.27647 3.81213  0.10
H8 -0.53383 -3.50921 1.79712  0.11
H9 -1.10607 -2.61944 0.37633  0.10
H10 -2.39073 -3.51295 3.82084  0.12
H11 -4.71173 -4.20350 4.26134  0.11
H12 -6.32890 -4.38416 2.40049  0.10
H13 -5.60950 -3.86394 0.09269  0.11
H14 -3.29139 -3.14555 -0.34305  0.11
C20 6.58610 -5.46385 -2.95397  -0.04
C21 5.70804 -4.40486 -2.35008  -0.25
C22 6.25182 -3.25161 -1.80897  0.00
C23 5.45659 -2.27036 -1.23416  -0.19
C24 6.12577 -1.04510 -0.66851  -0.03
C25 4.06093 -2.45943 -1.21049  -0.08
C26 3.28498 -1.40575 -0.54955  -0.10
O7 2.06058 -1.30079 -0.56711  -0.04
C27 3.48514 -3.61499 -1.77813  -0.18
C28 2.00436 -3.90063 -1.78112  -0.03
C29 4.32684 -4.56633 -2.33036  -0.01
H15 7.63168 -5.16181 -2.95339  0.08
H16 6.29038 -5.67267 -3.98317  0.08
H17 6.50200 -6.39763 -2.39538  0.09
H18 7.32462 -3.10654 -1.83727  0.12
H19 7.16656 -1.01659 -0.98631  0.08
H20 6.10976 -1.04414 0.42316  0.10
H21 5.65775 -0.11485 -0.99511  0.08
H22 3.84537 -0.65398 0.01862  0.11
H23 1.40281 -2.99893 -1.79635  0.05
H24 1.73273 -4.46542 -0.88498  0.09
H25 1.75342 -4.51829 -2.64437  0.08
H26 3.89117 -5.45919 -2.76353  0.12
N1 -7.79447 0.14216 -6.13387  0.16
C30 -6.76631 0.12005 -5.62327  -0.18
C31 -5.47787 0.09194 -4.97475  -0.23
C32 -4.33639 -0.22687 -5.69933  -0.01
C33 -3.10223 -0.26116 -5.07617  0.01
C34 -2.99842 0.02460 -3.71983  -0.16
C35 -4.14109 0.34975 -2.99353  0.00
C36 -5.37355 0.38281 -3.61825  -0.02
N2 -1.73259 -0.02257 -3.08935  0.00
C37 -0.50625 -0.28162 -3.68465  -0.01
C38 0.41909 -0.23087 -2.69865  -0.09
N3 -0.20393 0.04103 -1.49897  0.04
C39 -1.47223 0.16941 -1.76565  -0.11
H27 -4.41397 -0.44976 -6.75402  0.13
H28 -2.22907 -0.51408 -5.65591  0.11
H29 -4.08809 0.58877 -1.94364  0.10
H30 -6.25901 0.63839 -3.05342  0.12
H31 -0.39186 -0.45089 -4.73598  0.11
H32 1.48427 -0.33415 -2.76643  0.11
H33 -2.23236 0.42119 -1.04468  0.11
C40 1.82898 5.65284 3.11161  -0.06
C41 0.50811 4.90420 3.21619  -0.21
N4 0.18043 4.13782 2.01884  -0.07
C42 -0.29594 4.89042 0.86210  -0.20
C43 0.75341 5.15053 -0.21434  -0.05
C44 0.44382 2.81512 1.90042  -0.37
C45 1.03831 2.09162 3.07841  0.00
N5 0.22795 2.16310 0.80083  0.09
H34 2.04568 6.16505 4.04900  0.08
H35 1.79897 6.40109 2.32009  0.07
H36 2.64928 4.96950 2.89590  0.08
H37 -0.31283 5.60572 3.38911  0.12
H38 0.52675 4.23461 4.07268  0.10
H39 -0.66993 5.83835 1.25097  0.12
H40 -1.16294 4.37147 0.43463  0.12
H41 1.57002 5.75795 0.17088  0.07
H42 0.29782 5.68885 -1.04559  0.09
H43 1.18447 4.23297 -0.61925  0.06
H44 1.22332 1.05819 2.81280  0.05
H45 0.38900 2.14068 3.95359  0.08
H46 1.99574 2.53626 3.34666  0.10
H47 -0.04650 2.75735 0.02623  0.06

Output
Multiplicity: 2
Frontier orbital gap (spin up / spin down) in eV: 6.0 / 6.1
ΔE to the lowest compared entry with this formula, charge and spin in eV: 0.3795
Strongest force on any atom in eV Å⁻¹: 0.728
Electronic energy in a.u.: -4092.63436
HOMO energy (spin up / spin down) in eV: -6.480 / -6.571
LUMO level (spin up / spin down) in eV: -0.49 / -0.49


Entry from the OMol25 dataset: C45H48BaCl2N9O4 as an isolated structure in a non-equilibrium geometry (the ωB97M-V functional and the def2-TZVPD basis).

Each line ends with the Löwdin charge.
Positions of all 109 atoms, in Å:
Ba1 -0.13629 0.20870 -0.20166  1.92
C1 -1.81599 -0.55866 -3.25626  -0.14
N1 -1.60138 -1.34088 -2.04929  -0.14
C2 -2.80388 -1.99058 -1.51137  -0.13
C3 -3.68141 -0.99910 -0.82292  -0.32
N2 -4.61159 -0.27690 -1.39529  0.16
C4 -5.10722 0.52572 -0.37452  -0.24
C5 -6.09345 1.51056 -0.40754  -0.04
C6 -6.37003 2.18851 0.76422  -0.11
C7 -5.68872 1.89577 1.95725  -0.10
C8 -4.71684 0.91706 2.00909  -0.02
C9 -4.43912 0.24505 0.82548  -0.20
N3 -3.54205 -0.75082 0.50949  0.18
C10 -0.60595 0.24453 -3.62558  -0.32
N4 -0.03353 1.16798 -2.90111  0.09
C11 1.01248 1.64772 -3.67930  -0.23
C12 1.95701 2.63062 -3.39431  -0.01
C13 2.90243 2.91329 -4.36078  -0.09
C14 2.92182 2.23570 -5.59008  -0.11
C15 1.99260 1.25619 -5.88843  -0.04
C16 1.04344 0.98059 -4.90983  -0.21
N5 -0.00636 0.08578 -4.84598  0.16
H1 -2.10799 -1.17490 -4.12246  0.12
H2 -2.64187 0.13023 -3.06985  0.12
H3 -0.89897 -2.06137 -2.19284  0.08
H4 -3.38687 -2.51370 -2.27939  0.13
H5 -2.42702 -2.72263 -0.79831  0.10
H6 -6.60955 1.73731 -1.33189  0.10
H7 -7.12091 2.96920 0.76652  0.09
H8 -5.91293 2.46629 2.84982  0.09
H9 -4.17265 0.71170 2.91978  0.11
H10 -2.73101 -1.05919 1.03962  0.10
H11 1.94783 3.13082 -2.43631  0.11
H12 3.65095 3.67079 -4.16718  0.10
H13 3.67905 2.48809 -6.32169  0.09
H14 2.00463 0.73710 -6.83880  0.10
H15 -0.30317 -0.56096 -5.55411  0.15
Cl1 -0.60595 -7.12241 4.23918  0.57
C17 -0.54924 -6.15647 2.76978  -0.71
C18 -0.06152 -6.73733 1.60888  -0.19
C19 -0.06272 -5.94108 0.45713  -0.58
Cl2 0.50717 -6.69712 -1.03643  0.63
C20 -0.53614 -4.62017 0.36490  -0.44
O1 -0.65387 -4.00262 -0.75318  -0.16
C21 -0.90390 -4.01333 1.65350  -0.15
C22 -1.15129 -2.63833 1.81795  -0.25
O2 -0.93263 -1.69266 0.95420  -0.50
C23 -0.95990 -4.84521 2.80782  -0.11
H16 0.28054 -7.76069 1.58250  0.08
H17 -1.48515 -2.33272 2.81963  0.11
H18 -1.28600 -4.41389 3.74683  0.10
O3 2.42302 0.89137 -0.90739  -0.30
N6 3.24361 1.20786 0.00823  -0.03
N7 2.83898 0.89692 1.18461  -0.26
O4 1.70883 0.28891 1.40425  -0.36
C24 3.66696 1.24643 2.29840  -0.17
C25 4.85942 1.94320 2.12742  -0.03
C26 5.61679 2.26059 3.24205  -0.10
C27 5.19472 1.89363 4.51436  -0.11
C28 4.00228 1.20447 4.66637  -0.08
C29 3.23003 0.87661 3.56045  -0.01
H19 5.17312 2.23587 1.13713  0.10
H20 6.54251 2.80773 3.11452  0.10
H21 5.79055 2.15124 5.38058  0.09
H22 3.65948 0.92021 5.65295  0.10
H23 2.29270 0.34807 3.64884  0.11
C30 4.05408 -2.33657 -2.37446  -0.06
C31 2.80886 -1.61403 -2.94480  -0.14
N8 1.60195 -2.21938 -2.39391  -0.12
C32 1.72027 -2.24279 -0.92679  -0.20
C33 2.76576 -3.27374 -0.49223  -0.03
N9 3.57530 -3.60323 -1.72257  -0.08
C34 2.72782 -4.38959 -2.68330  -0.08
C35 1.43462 -3.57673 -2.91043  -0.14
H24 4.55267 -1.74866 -1.60437  0.13
H25 4.77734 -2.61709 -3.13988  0.13
H26 2.78292 -1.69145 -4.03352  0.12
H27 2.84475 -0.56000 -2.66839  0.10
H28 0.76432 -2.52271 -0.48135  0.07
H29 2.01806 -1.24257 -0.62194  0.04
H30 2.31052 -4.20378 -0.14648  0.13
H31 3.45465 -2.88952 0.25966  0.14
H32 4.37297 -4.16886 -1.44952  0.18
H33 2.51942 -5.35244 -2.21874  0.08
H34 3.32685 -4.52826 -3.58441  0.13
H35 0.60863 -4.04655 -2.36820  0.08
H36 1.21232 -3.53041 -3.97846  0.12
C36 0.28618 3.63562 1.81445  -0.08
C37 -1.17722 3.68388 1.33569  -0.66
C38 -1.30210 4.85202 0.34630  -0.09
C39 -1.54438 2.38475 0.61970  -0.21
C40 -2.07556 3.87745 2.55131  -0.18
C41 -2.91148 4.97578 2.73534  -0.04
C42 -3.71929 5.09098 3.86302  -0.11
C43 -3.70428 4.11100 4.84129  -0.12
C44 -2.87183 3.00791 4.67603  -0.10
C45 -2.07592 2.89562 3.54924  -0.05
H37 0.94423 3.52550 0.94596  0.07
H38 0.45714 2.77537 2.46386  0.06
H39 0.57390 4.54419 2.35464  0.08
H40 -0.68692 4.63478 -0.52902  0.07
H41 -0.96245 5.80413 0.77372  0.08
H42 -2.33230 4.96889 0.00338  0.07
H43 -2.57569 2.54290 0.24141  -0.01
H44 -2.94849 5.75614 1.98681  0.09
H45 -4.36421 5.95578 3.97142  0.09
H46 -4.33098 4.20080 5.72027  0.09
H47 -2.84969 2.22846 5.42915  0.10
H48 -1.45065 2.02169 3.41051  0.11

Output
Frontier orbital gap (spin up / spin down) in eV: 3.4 / 4.4
ΔE to the lowest compared entry with this formula, charge and spin in eV: 0.1992
Strongest force on any atom in eV Å⁻¹: 1.617
Electronic energy in a.u.: -3483.16531
HOMO energy (spin up / spin down) in eV: -2.208 / -3.154
Net charge: -1
LUMO level (spin up / spin down) in eV: 1.24 / 1.24